1.
Formula: C28H30GaN4
Source: the Open Molecules 2025 dataset
Level of theory: the ωB97M-V functional and the def2-TZVPD basis

## Properties
LUMO level (spin up / spin down): -4.08 / -3.93 eV
Total charge: +1
Spin multiplicity: 1
Relative energy (zero: lowest compared OMol25 entry of this formula, charge and spin): 2.3 kcal per mole

Geometry (Å):
Ga 0.22 0.28 0.38
C -1.44 -3.61 1.88
C -0.65 -2.35 2.16
C 0.71 -2.28 1.86
C 1.46 -1.14 2.12
C 2.96 -1.13 1.98
C 0.80 -0.01 2.66
C -0.56 -0.09 3.04
C -1.21 1.04 3.79
C -1.26 -1.26 2.77
H -0.91 -4.26 1.19
H -2.41 -3.36 1.46
H -1.60 -4.16 2.81
H 1.21 -3.15 1.45
H 3.40 -1.60 2.86
H 3.35 -0.12 1.91
H 3.29 -1.70 1.11
H 1.38 0.85 2.95
H -1.30 0.77 4.84
H -2.22 1.24 3.42
H -0.62 1.95 3.73
H -2.30 -1.33 3.06
C 3.88 -2.84 -2.47
C 4.48 -1.58 -2.44
C 3.80 -0.49 -1.90
C 2.52 -0.67 -1.38
C 1.90 -1.92 -1.45
C 2.59 -2.99 -2.00
N 1.83 0.39 -0.73
N 2.18 1.61 -1.09
C 1.47 2.58 -0.44
C 1.71 3.93 -0.75
C 1.01 4.90 -0.09
C 0.05 4.54 0.88
C -0.17 3.21 1.12
N 0.53 2.24 0.48
H 4.42 -3.68 -2.87
H 5.48 -1.44 -2.82
H 4.25 0.49 -1.85
H 0.88 -2.02 -1.13
H 2.10 -3.96 -2.07
H 2.44 4.16 -1.51
H 1.19 5.95 -0.31
H -0.51 5.29 1.42
H -0.90 2.89 1.84
C -1.09 -1.10 -3.38
C -2.21 -0.35 -2.72
C -3.33 0.04 -3.41
C -4.34 0.78 -2.79
C -4.22 1.15 -1.45
C -3.12 0.82 -0.71
C -3.02 1.24 0.73
C -2.08 0.01 -1.31
N -1.03 -0.48 -0.68
H -1.30 -1.26 -4.44
H -0.93 -2.06 -2.90
H -0.15 -0.55 -3.29
H -3.43 -0.24 -4.46
H -5.21 1.07 -3.36
H -5.02 1.72 -0.99
H -3.74 2.02 0.96
H -2.03 1.62 0.96
H -3.19 0.39 1.40

---

2.
Formula: C3H7NO
Source: the Open Molecules 2025 dataset
Level of theory: the ωB97M-V functional and the def2-TZVPD basis

## Properties
LUMO level: 0.98 eV
Spin multiplicity: 1
Relative energy (zero: lowest compared OMol25 entry of this formula, charge and spin): 107.7 kcal per mole

Geometry (Å):
C 1.08 0.68 -0.59
N -0.13 -0.21 -1.53
C -0.63 -0.88 0.79
C -0.73 -0.04 -0.28
O -1.01 -0.41 2.03
H -0.87 -1.11 2.68
H -0.55 0.43 -2.20
H 0.03 -1.75 0.78
H -1.46 0.78 -0.19
H 1.47 1.29 -1.40
H 1.02 1.35 0.29
H 1.77 -0.13 -0.38

---

3.
Formula: C3H11N5
Source: the Open Molecules 2025 dataset
Level of theory: the ωB97M-V functional and the def2-TZVPD basis

## Properties
LUMO level: -7.93 eV
Total charge: +2
Spin multiplicity: 1
Relative energy (zero: lowest compared OMol25 entry of this formula, charge and spin): 32.1 kcal per mole

Geometry (Å):
C 0.57 0.68 0.80
C -0.84 -0.50 -0.98
C -1.12 -0.86 0.52
N -0.32 -0.04 1.41
N 0.69 0.59 -0.60
N 1.28 1.57 1.52
N -0.78 -2.37 0.75
N 0.75 1.62 -1.62
H -0.22 -1.25 -1.45
H -1.58 0.11 -1.50
H -2.16 -0.62 0.91
H 1.23 1.86 2.53
H 2.29 1.69 1.21
H 0.09 -2.55 0.31
H -1.47 -2.95 0.21
H -0.70 -2.51 1.81
H 1.74 2.06 -1.64
H -0.10 2.31 -1.57
H 0.66 1.18 -2.63

---

4.
Formula: C3H9N2O2S
Source: the Open Molecules 2025 dataset
Level of theory: the ωB97M-V functional and the def2-TZVPD basis

## Properties
LUMO level (spin up / spin down): 0.77 / -2.23 eV
Spin multiplicity: 2
<S²>: 0.75
Relative energy (zero: lowest compared OMol25 entry of this formula, charge and spin): 4.0 kcal per mole

Geometry (Å):
N 0.75 1.69 0.73
C -0.13 0.56 0.94
C -1.42 0.62 0.06
S -2.28 2.15 -0.14
C 0.66 -0.77 0.84
N 2.01 -0.64 1.03
O 0.18 -1.81 0.44
H 0.33 2.61 0.90
H 1.04 1.71 -0.26
H -0.51 0.63 1.97
H -1.26 0.15 -0.91
H -2.13 -0.04 0.57
H 2.46 0.16 1.41
H 2.52 -1.39 0.58
H -0.62 -1.28 -2.19
H -1.02 -2.59 -2.95
O -0.56 -1.74 -3.02

---

5.
Formula: C5H6FKO3
Source: the Open Molecules 2025 dataset
Level of theory: the ωB97M-V functional and the def2-TZVPD basis

## Properties
LUMO level (spin up / spin down): -3.96 / -3.96 eV
Total charge: +1
Spin multiplicity: 2
<S²>: 0.75
Relative energy (zero: lowest compared OMol25 entry of this formula, charge and spin): 24.2 kcal per mole

Geometry (Å):
O -2.26 -1.94 1.52
K -6.72 -2.75 2.64
O -3.74 -3.25 2.59
C -2.62 -3.04 2.21
O -1.62 -3.87 2.35
C -0.44 -3.34 1.71
H 0.34 -3.20 2.47
H -0.09 -4.05 0.94
C -0.95 -2.05 1.11
F -0.86 -1.93 -0.21
H 0.69 -0.23 1.55
C 1.49 0.66 1.68
C 2.80 0.52 1.45
H 0.99 1.62 1.63
H 3.33 1.22 0.80
H 3.34 -0.39 1.73

---

6.
Formula: C30H48P2PrS
Source: the Open Molecules 2025 dataset
Level of theory: the ωB97M-V functional and the def2-TZVPD basis

## Properties
LUMO level (spin up / spin down): -3.05 / -2.92 eV
Total charge: +1
Spin multiplicity: 3
<S²>: 2.00
Relative energy (zero: lowest compared OMol25 entry of this formula, charge and spin): 0.0 kcal per mole

Geometry (Å):
Pr -0.19 -0.22 1.82
C -0.49 -2.83 2.62
C 0.86 -2.88 2.15
C 0.80 -1.43 3.95
C -0.54 -1.93 3.73
C 1.65 -2.03 2.98
C -1.66 -3.47 1.97
H -1.41 -3.87 0.98
H -2.51 -2.78 1.83
H -2.03 -4.31 2.59
C -1.79 -1.34 4.28
H -2.67 -1.61 3.67
H -1.76 -0.24 4.32
H -1.98 -1.69 5.30
C 1.18 -0.27 4.80
H 1.24 -0.55 5.86
H 0.47 0.57 4.74
H 2.16 0.14 4.51
C 3.12 -1.82 2.85
H 3.67 -2.40 3.60
H 3.40 -0.77 2.97
H 3.48 -2.14 1.86
C 1.38 -3.74 1.06
H 1.80 -4.68 1.45
H 2.17 -3.24 0.49
H 0.59 -4.01 0.35
C -1.92 0.35 -5.55
C -1.83 -0.98 -5.61
C -0.85 -1.80 -6.41
C 0.45 -1.08 -6.84
C 1.26 -0.54 -5.70
C 1.15 0.66 -5.08
C 0.20 1.77 -5.43
C -1.06 1.37 -6.23
H -1.34 -2.18 -7.32
H 0.23 -0.33 -7.61
H -0.58 -2.69 -5.83
H -0.77 1.09 -7.26
H -2.75 0.79 -4.99
H -2.60 -1.59 -5.10
H -1.66 2.29 -6.32
H -0.12 2.26 -4.50
H 1.88 0.91 -4.31
H 0.74 2.54 -6.00
H 1.08 -1.84 -7.32
H 2.06 -1.21 -5.38
P -0.96 -0.60 -0.85
P 1.96 0.83 0.31
C -0.04 0.68 -1.84
C 0.89 1.64 -1.02
H -0.80 1.29 -2.37
H 0.56 0.15 -2.61
H 1.60 2.16 -1.68
H 0.28 2.41 -0.50
C 2.70 2.17 1.31
H 3.35 1.71 2.07
H 1.91 2.72 1.85
H 3.29 2.89 0.72
C 3.30 0.02 -0.59
H 3.77 0.66 -1.36
H 2.91 -0.89 -1.08
H 4.07 -0.31 0.12
C -2.69 0.02 -0.66
H -3.23 -0.64 0.03
H -3.23 0.03 -1.62
H -2.71 1.03 -0.23
C -1.05 -2.14 -1.79
H -0.06 -2.62 -1.77
H -1.36 -2.01 -2.84
H -1.75 -2.81 -1.28
S -1.88 1.89 2.57
C -1.49 2.91 3.92
C -1.46 2.43 5.26
C -1.44 3.33 6.33
C -1.40 4.71 6.10
C -1.31 5.18 4.79
C -1.30 4.30 3.72
H -1.49 1.35 5.46
H -1.48 2.95 7.34
H -1.44 5.40 6.94
H -1.27 6.25 4.60
H -1.20 4.66 2.68

---

It is found that the E_tot values, taken in the order of the records, are -87853.434; -6758.079; -10719.658; -21166.508; -30458.750; -75365.186 eV.